Record 1
Below is a structure of composition C32H52AlF4N13O4PS in a non-equilibrium geometry, with properties calculated with wB97M-V/def2-TZVPD.

HOMO-LUMO gap   6.42 eV
LUMO energy   1.26 eV
Net charge   -1

```
108
Properties=species:S:1:pos:R:3:forces:R:3
C -0.7815 -4.1966 -1.6387 0.40 0.15 0.26
C -1.3710 -4.0359 -0.2479 -0.65 -0.43 -0.18
O -2.2950 -2.9803 -0.1764 0.78 0.48 0.13
Al -1.7492 -1.3306 0.1762 -0.98 -0.44 0.46
C -2.3899 -0.8645 2.0386 -0.28 0.32 -0.32
C -2.3592 0.5939 2.2195 -0.39 0.17 0.32
O -3.3043 1.3376 2.0006 0.40 -0.16 -0.20
N -1.0852 1.0852 2.6359 -0.18 0.29 -0.02
C -0.9556 1.0689 4.0906 0.33 -0.40 -0.38
C -0.7201 2.3646 2.0388 -0.15 -0.53 -0.07
C -2.7175 -0.0509 -1.1242 0.12 0.23 -0.03
F -2.2727 1.2767 -1.0120 -0.34 -0.29 0.03
F -4.0741 -0.0105 -0.7985 0.34 -0.12 -0.12
C -2.6062 -0.3315 -2.6213 -0.31 -0.03 -0.26
F -3.7161 0.1273 -3.3224 0.26 -0.14 0.19
F -2.5142 -1.6724 -2.8879 -0.13 0.43 0.06
P 0.6136 -0.9862 -0.0526 0.04 0.30 -0.54
O 1.5424 -2.3375 -0.2160 0.16 0.12 0.27
O 1.3287 -0.2354 1.2093 0.44 -0.32 0.08
S 0.8325 0.1225 -1.6389 0.23 -0.07 0.02
H 0.0082 -4.9520 -1.6150 -0.06 -0.16 -0.09
H -0.3039 -3.2696 -1.9558 -0.09 0.07 -0.13
H -1.5532 -4.4791 -2.3495 -0.04 0.03 -0.11
H -0.5694 -3.9648 0.4994 0.07 0.16 0.01
H -1.9121 -4.9645 -0.0173 0.04 -0.03 0.14
H -1.7958 -1.3740 2.7948 0.12 -0.12 -0.03
H -3.4329 -1.1823 2.0579 0.01 -0.25 0.05
H 0.1021 1.0127 4.3504 0.05 0.18 0.11
H -1.4063 1.9484 4.5613 -0.11 0.05 0.03
H -1.4123 0.1588 4.4702 -0.12 0.04 0.16
H -1.3549 3.1939 2.3631 0.06 0.09 0.11
H 0.3228 2.5304 2.2737 0.11 0.31 0.13
H -0.7975 2.2654 0.9568 -0.05 0.09 -0.07
H -1.7374 0.1742 -3.0379 0.15 -0.11 0.15
H 1.7221 -2.7122 0.6605 -0.20 -0.16 -0.16
H 1.3275 -0.7925 2.0020 -0.31 0.26 0.13
C -6.4501 -1.5053 3.3964 -0.03 0.03 -0.14
C -5.3374 -1.0880 4.2317 0.31 0.00 0.19
N -4.4432 -0.7824 4.8840 -0.17 -0.06 0.12
H -6.1044 -2.2347 2.6656 0.01 0.01 -0.02
H -7.2382 -1.9462 4.0032 -0.01 0.02 0.00
H -6.8525 -0.6422 2.8731 -0.04 -0.01 -0.01
C -7.9010 1.3494 0.6165 0.00 0.00 0.00
C -8.8416 0.6959 1.5192 -0.14 -0.18 0.23
N -9.5600 0.1672 2.2461 0.17 0.15 -0.22
H -7.0100 0.7346 0.4952 0.04 0.03 -0.01
H -8.3667 1.4976 -0.3554 0.02 0.00 -0.02
H -7.6074 2.3135 1.0261 0.04 0.00 -0.01
C 3.9011 2.2988 0.8085 0.12 -0.29 -0.04
C 3.0334 3.2177 1.5228 -0.21 0.31 0.16
N 2.3681 3.9384 2.1228 0.24 -0.08 -0.16
H 3.6964 2.2876 -0.2622 -0.19 0.04 0.17
H 4.9408 2.5935 0.9556 -0.01 0.02 0.03
H 3.7475 1.2984 1.2120 -0.03 -0.04 -0.08
C 6.9294 2.4445 -2.4307 0.03 -0.07 0.07
C 5.5273 2.8335 -2.3859 -0.37 0.06 0.05
N 4.4151 3.1154 -2.3117 0.37 0.03 -0.16
H 7.1408 1.7646 -1.6057 0.00 0.00 0.00
H 7.1445 1.9506 -3.3745 0.01 0.02 -0.02
H 7.5611 3.3251 -2.3469 0.00 0.02 -0.05
C 4.4685 -4.3047 1.2245 0.08 -0.09 -0.01
C 3.1777 -4.1377 1.8689 -0.36 0.20 0.06
N 2.1461 -3.9503 2.3438 0.37 -0.11 -0.24
H 5.2628 -4.3385 1.9668 -0.01 -0.02 0.01
H 4.4752 -5.2289 0.6498 0.01 0.00 -0.01
H 4.6369 -3.4648 0.5513 -0.05 0.01 -0.01
C 8.4669 -2.9735 0.2500 0.00 0.02 -0.03
C 8.0271 -3.7794 1.3802 -0.05 -0.20 0.31
N 7.6808 -4.4136 2.2744 0.10 0.17 -0.26
H 9.3351 -3.4354 -0.2152 0.01 0.01 -0.02
H 7.6662 -2.8981 -0.4835 0.01 0.01 -0.01
H 8.7321 -1.9754 0.5923 0.00 0.01 -0.01
C -3.0126 -2.2355 7.9423 -0.07 0.01 -0.01
C -1.8447 -1.8078 8.6999 0.33 0.13 0.12
N -0.9170 -1.4791 9.2946 -0.25 -0.11 -0.09
H -2.7087 -2.9277 7.1597 0.00 0.03 -0.04
H -3.7137 -2.7321 8.6112 -0.02 -0.01 -0.02
H -3.5022 -1.3822 7.4759 0.05 0.00 -0.06
C -1.6144 0.2942 -5.8683 0.01 0.04 -0.15
C -0.4275 0.8580 -5.2412 0.27 0.07 0.25
N 0.4931 1.3214 -4.7295 -0.20 -0.05 -0.36
H -1.7780 0.8066 -6.8148 -0.10 -0.07 -0.04
H -1.4805 -0.7705 -6.0500 0.02 -0.01 0.06
H -2.4820 0.4373 -5.2251 0.01 -0.02 -0.03
C -3.1569 4.0777 -6.0708 0.02 0.06 -0.02
C -3.0365 3.3119 -7.3050 0.01 -0.41 -0.12
N -2.9307 2.6328 -8.2275 -0.03 0.31 0.14
H -2.1739 4.1955 -5.6185 -0.01 0.05 0.03
H -3.5792 5.0594 -6.2723 0.02 0.02 0.04
H -3.8011 3.5511 -5.3692 0.00 -0.01 0.02
C 1.8177 -4.0910 5.2398 -0.02 -0.12 0.23
C 0.9948 -2.9003 5.0928 -0.19 0.27 -0.09
N 0.3440 -1.9602 4.9749 0.15 -0.24 0.02
H 1.8004 -4.4233 6.2765 0.00 0.02 0.03
H 1.4348 -4.8795 4.5958 0.03 0.04 0.02
H 2.8423 -3.8667 4.9516 -0.02 -0.02 0.01
C -0.4228 3.9212 -2.8502 -0.05 0.05 0.11
C -1.5968 4.7746 -2.7046 -0.25 0.12 0.13
N -2.5268 5.4413 -2.5812 0.23 -0.13 -0.19
H -0.1608 3.4849 -1.8876 0.00 -0.07 0.01
H -0.6234 3.1107 -3.5466 0.04 0.00 0.04
H 0.4181 4.5072 -3.2157 0.03 -0.02 -0.01
C 4.8729 4.2223 -6.9428 -0.06 0.00 0.00
C 5.8570 4.1445 -5.8738 0.23 -0.01 0.26
N 6.6334 4.0858 -5.0290 -0.10 0.03 -0.27
H 4.4522 5.2254 -6.9782 -0.02 -0.01 -0.01
H 5.3450 3.9979 -7.8971 -0.01 -0.01 -0.01
H 4.0747 3.5063 -6.7569 -0.03 0.00 0.01
```
Positions in Å, forces in eV/Å.

---

Record 2
Below is the molecule C22H17Cl2NO3, with properties calculated with wB97M-V/def2-TZVPD.

SMILES string   Cc1ccc(NC(=O)[C@@H](OC(=O)c2ccccc2Cl)c2ccccc2)cc1Cl
HOMO-LUMO gap   8.86 eV
LUMO energy   0.42 eV

```
45
Properties=species:S:1:pos:R:3:forces:R:3
C -5.4449 -2.5001 -0.1181 0.01 0.02 0.02
C -3.9911 -2.1525 -0.1559 -0.06 0.02 0.04
C -3.1137 -2.7660 -1.0408 -0.04 0.17 0.18
C -1.7690 -2.4491 -1.0840 0.17 -0.04 -0.11
C -1.2639 -1.4842 -0.2207 -0.38 -0.21 -0.04
C -2.1201 -0.8543 0.6787 0.02 -0.10 -0.06
C -3.4596 -1.1912 0.7001 0.27 -0.16 -0.22
Cl -4.4926 -0.3800 1.8274 -0.12 0.12 0.16
H -1.7470 -0.0973 1.3529 0.02 0.08 0.07
N 0.0767 -1.0889 -0.2184 -0.07 0.28 0.40
C 1.0615 -1.4324 -1.0831 0.25 0.48 0.13
O 1.0181 -2.3075 -1.9117 0.05 -0.15 -0.21
C 2.3490 -0.6013 -0.8616 -0.04 -0.46 -0.60
C 3.2403 -1.3801 0.0698 0.09 0.24 0.10
C 3.9175 -2.4896 -0.4218 -0.05 0.08 -0.01
C 4.7094 -3.2468 0.4213 0.01 -0.04 -0.02
C 4.8341 -2.9006 1.7570 0.03 -0.03 0.06
C 4.1577 -1.7979 2.2483 0.01 -0.03 0.09
C 3.3556 -1.0419 1.4107 0.00 0.06 -0.08
H 2.8323 -0.1790 1.7938 -0.03 0.07 0.04
H 4.2500 -1.5247 3.2891 0.01 0.02 0.08
H 5.4563 -3.4904 2.4134 0.05 -0.05 0.05
H 5.2325 -4.1083 0.0345 0.04 -0.07 -0.04
H 3.8088 -2.7594 -1.4612 0.00 -0.04 -0.13
H 2.8176 -0.4835 -1.8464 -0.17 -0.05 0.19
O 2.0561 0.6806 -0.3111 0.30 -0.19 0.41
C 1.3224 1.4987 -1.0874 -0.19 0.19 -0.40
O 0.9690 1.2258 -2.2008 0.18 0.00 0.17
C 1.0059 2.7583 -0.3564 -0.16 0.07 0.00
C 2.0217 3.4925 0.2462 -0.11 -0.04 -0.03
C 1.7343 4.6774 0.8980 0.05 0.03 0.00
C 0.4258 5.1298 0.9634 0.03 -0.05 -0.01
C -0.5980 4.3982 0.3879 -0.04 -0.09 -0.06
C -0.3094 3.2141 -0.2734 0.26 0.03 -0.01
Cl -1.5932 2.2766 -0.9492 -0.20 0.06 0.03
H -1.6203 4.7356 0.4483 -0.11 0.01 0.00
H 0.1981 6.0548 1.4708 -0.03 0.07 0.05
H 2.5288 5.2466 1.3552 0.07 0.05 0.03
H 3.0360 3.1284 0.1870 0.09 -0.04 0.02
H 0.2986 -0.3677 0.4570 0.04 -0.15 -0.20
H -1.1117 -2.9348 -1.7849 0.02 -0.03 -0.01
H -3.4967 -3.5141 -1.7187 -0.05 -0.08 -0.07
H -6.0497 -1.6198 -0.3332 -0.11 0.00 0.00
H -5.7235 -2.8553 0.8733 -0.10 -0.03 0.02
H -5.6750 -3.2718 -0.8471 -0.03 -0.05 -0.05
```
Positions in Å, forces in eV/Å.

---

Record 3
Below is a cluster of 15 separate species, C3H39N2O14 in total in a non-equilibrium geometry, with properties calculated with wB97M-V/def2-TZVPD.

HOMO-LUMO gap   8.63 eV
LUMO energy   -2.45 eV
Net charge   +1

```
58
Properties=species:S:1:pos:R:3:forces:R:3
N -1.4924 0.4138 2.0333 2.21 -0.68 1.49
C -1.9554 -1.0366 1.9617 -3.12 2.56 -1.76
C -2.8620 -1.1365 0.6868 0.04 1.22 -1.44
N -2.1602 -1.8518 -0.3405 0.35 -0.97 -0.43
C -2.2314 -3.3159 -0.2803 3.31 2.37 0.04
H -1.1650 0.7206 3.0028 -0.48 -0.43 -1.40
H -0.6248 0.4868 1.4069 -1.15 -0.01 0.47
H -2.2041 1.0524 1.6984 0.00 0.29 -0.08
H -1.1792 -1.6795 1.8507 2.63 -1.27 -0.52
H -2.4940 -1.4168 2.7883 -0.65 0.65 1.43
H -3.8005 -1.6076 0.9607 -0.23 -0.40 0.09
H -3.2294 -0.1448 0.1745 0.97 -1.38 1.49
H -1.9986 -1.4336 -1.2383 -0.56 0.36 0.12
H -1.2384 -3.7771 -0.4066 0.08 0.21 0.97
H -2.6928 -3.7750 -1.0469 -2.61 -1.16 -2.68
H -2.6889 -3.4767 0.6236 -0.82 -1.39 2.12
H 0.6488 0.1909 -3.8213 -0.27 0.93 0.04
H 1.2364 1.5476 -4.0164 1.09 1.63 -1.73
O 0.7782 1.0737 -3.3733 -1.19 -2.51 1.56
H -4.9071 1.7282 1.5109 -0.06 -2.27 2.13
H -5.4293 1.9316 0.0713 0.33 0.23 0.81
O -5.0042 2.3472 0.8493 -0.51 1.95 -2.84
H 2.0977 3.8245 2.5941 0.05 1.10 0.17
H 3.0968 2.6991 2.3627 -1.34 0.26 0.43
O 2.1860 2.8907 2.7250 1.82 -0.69 0.06
H 1.5041 0.7123 3.7962 0.47 -0.42 -0.80
H 1.4538 1.8326 4.7539 -0.95 -0.95 -0.19
O 0.9517 1.0122 4.5033 0.21 1.24 0.84
H 2.0668 -4.0818 -3.1352 0.19 0.28 0.33
H 2.1854 -2.7246 -2.4372 2.17 1.38 3.07
O 1.7900 -3.1604 -3.1176 -2.38 -1.56 -3.55
H 2.6359 -2.7468 -0.1047 0.70 -0.35 -0.29
H 4.0664 -3.3952 -0.0185 -1.08 0.52 -0.95
O 3.3885 -3.0476 -0.6577 0.27 -0.11 1.34
H -2.3182 4.2610 0.2875 0.07 -1.37 0.42
H -3.4156 3.2818 0.7454 0.24 -0.14 -0.18
O -2.4505 3.3260 0.5947 -0.19 1.24 -0.33
H 0.8240 -1.5419 -5.1025 1.82 -1.33 -0.22
H -0.5303 -1.3091 -4.7565 -1.45 -0.22 0.33
O 0.2000 -0.8497 -5.1375 -0.33 1.06 -0.09
H 1.3207 -1.6445 2.0319 -0.99 -0.94 -0.01
H 0.8272 -1.9025 3.3986 -0.02 0.00 1.61
O 0.7116 -2.2440 2.5296 1.17 0.59 -1.09
H 5.0703 1.5234 -0.1716 -0.74 0.95 0.95
H 5.0215 2.5888 -1.0652 0.14 1.38 -1.38
O 4.7377 2.4612 -0.1785 0.83 -2.09 0.87
H 1.1010 2.7078 1.3113 1.32 0.99 0.87
H 1.6262 2.0066 -0.0577 2.87 0.65 -2.10
O 1.0084 2.1203 0.5986 -4.35 -2.28 0.29
H 0.2040 -1.0259 -0.4679 -0.26 0.28 -0.98
H 1.2139 -0.0014 0.3078 0.22 0.76 -1.04
O 0.6190 -0.7406 0.3326 0.12 -0.62 1.83
H 3.7424 1.4309 -2.3343 0.24 -0.10 -0.45
H 2.2857 0.7167 -2.4404 1.87 2.04 1.53
O 2.9552 1.2587 -1.8289 -2.35 -1.93 -0.92
H -1.2471 1.0550 -2.1260 2.03 1.05 -1.32
H -2.2767 1.2725 -1.0743 0.52 -1.31 -1.39
O -1.9590 0.5932 -1.7562 -2.26 0.76 2.46
```
Positions in Å, forces in eV/Å.

---

Number 1: E -3644.9021 Ha. Number 2: E -2049.4669 Ha. Number 3: E -1300.2545 Ha.